(1)
Molecular formula: C20H28N4O
Method: DFT, wB97M-V/def2-TZVPD

The geometry in XYZ format:
```
53
Properties=species:S:1:pos:R:3
C 0.169 1.094 -4.618
N -0.256 0.389 -3.441
C -0.585 -0.940 -3.330
C -0.448 -1.923 -4.450
N 0.691 -2.809 -4.314
C 0.600 -3.763 -3.205
C 2.031 -3.939 -2.681
C 2.895 -3.286 -3.759
C 1.989 -2.163 -4.245
N -0.959 -1.272 -2.126
C -0.898 -0.127 -1.377
C -1.194 0.073 -0.035
C -1.054 1.357 0.463
N -1.326 1.688 1.799
C -1.591 0.863 2.848
O -1.672 -0.342 2.755
C -1.848 1.586 4.178
C -1.054 2.876 4.408
C 0.443 2.587 4.477
C 0.728 1.620 5.622
C -0.068 0.331 5.440
C -1.564 0.618 5.333
C -0.630 2.412 -0.364
C -0.330 2.223 -1.696
C -0.465 0.939 -2.199
H 0.956 0.541 -5.133
H -0.667 1.247 -5.307
H 0.562 2.066 -4.324
H -0.360 -1.401 -5.407
H -1.344 -2.550 -4.477
H 0.195 -4.700 -3.601
H -0.066 -3.396 -2.418
H 2.151 -3.408 -1.736
H 2.286 -4.985 -2.521
H 3.849 -2.924 -3.380
H 3.076 -3.985 -4.575
H 2.267 -1.786 -5.233
H 2.014 -1.326 -3.525
H -1.516 -0.741 0.590
H -1.267 2.676 1.993
H -2.920 1.824 4.175
H -1.270 3.633 3.649
H -1.375 3.299 5.364
H 0.779 2.143 3.537
H 0.994 3.518 4.627
H 1.796 1.395 5.662
H 0.450 2.090 6.569
H 0.260 -0.177 4.532
H 0.115 -0.339 6.282
H -2.099 -0.315 5.155
H -1.926 1.054 6.266
H -0.536 3.403 0.060
H -0.007 3.051 -2.309
```

Computed properties:
* spin multiplicity: 1
* charge: 0
* energy relative to the best compared isomer or geometry (same formula, charge and spin): 26.8 kJ/mol


(2)
Molecular formula: C20H28N4O3S
Method: DFT, wB97M-V/def2-TZVPD

The geometry in XYZ format:
```
56
Properties=species:S:1:pos:R:3
C 4.263 -1.377 3.142
C 3.915 -1.039 1.696
C 4.064 -2.259 0.784
C 3.731 -1.895 -0.665
C 3.889 -3.095 -1.593
C 4.649 -0.749 -1.110
N 4.597 0.380 -0.216
S 3.603 1.644 -0.604
O 3.736 1.865 -2.013
O 3.897 2.707 0.310
C 1.911 1.108 -0.298
C 1.196 0.524 -1.326
C -0.094 0.078 -1.094
C -0.661 0.220 0.171
C -2.058 -0.215 0.489
O -2.737 0.363 1.314
N -2.490 -1.300 -0.192
C -3.822 -1.845 -0.054
C -4.678 -1.563 -1.292
C -5.079 -0.084 -1.392
N -6.101 0.250 -0.441
C -5.927 0.757 0.818
C -7.175 0.845 1.361
N -8.105 0.405 0.472
C -7.435 0.056 -0.588
C 0.061 0.846 1.184
C 1.352 1.287 0.953
C 4.823 0.083 1.176
H 4.151 -0.501 3.775
H 3.610 -2.161 3.517
H 5.292 -1.723 3.215
H 2.875 -0.698 1.652
H 3.405 -3.059 1.126
H 5.092 -2.625 0.836
H 2.692 -1.547 -0.705
H 4.913 -3.461 -1.570
H 3.647 -2.820 -2.617
H 3.230 -3.903 -1.286
H 4.378 -0.377 -2.098
H 5.685 -1.108 -1.146
H 1.654 0.448 -2.299
H -0.659 -0.348 -1.910
H -1.874 -1.751 -0.849
H -3.750 -2.924 0.110
H -4.270 -1.381 0.827
H -4.123 -1.846 -2.189
H -5.582 -2.172 -1.245
H -4.208 0.551 -1.208
H -5.458 0.125 -2.397
H -4.959 1.004 1.202
H -7.465 1.199 2.330
H -7.870 -0.333 -1.489
H -0.412 0.982 2.145
H 1.925 1.788 1.716
H 4.665 1.013 1.722
H 5.872 -0.216 1.294
```

Computed properties:
* spin multiplicity: 1
* charge: 0
* energy relative to the best compared isomer or geometry (same formula, charge and spin): 177.3 kJ/mol


(3)
Molecular formula: C20H28N4O4S
Method: DFT, wB97M-V/def2-TZVPD

The geometry in XYZ format:
```
57
Properties=species:S:1:pos:R:3
C 6.349 3.053 0.771
O 5.499 3.030 -0.353
C 4.329 2.353 -0.280
C 3.898 1.642 0.836
C 2.681 0.981 0.810
C 1.906 1.033 -0.328
S 0.340 0.197 -0.396
O 0.116 -0.474 0.867
O -0.691 1.094 -0.830
N 0.598 -0.896 -1.626
C 1.414 -2.024 -1.240
C 0.603 -3.155 -0.597
C -0.672 -3.473 -1.401
C -2.009 -3.262 -0.679
O -2.956 -3.976 -0.956
N -2.090 -2.269 0.223
C -3.312 -2.042 0.964
C -4.193 -0.951 0.348
C -3.620 0.463 0.511
N -3.508 0.831 1.897
C -2.389 0.750 2.675
C -2.771 1.147 3.924
N -4.092 1.465 3.930
C -4.502 1.263 2.707
C -0.707 -2.691 -2.723
C -0.521 -1.192 -2.512
C 2.321 1.737 -1.446
C 3.530 2.403 -1.442
C 4.015 3.177 -2.625
H 6.693 2.048 1.034
H 7.203 3.660 0.479
H 5.858 3.510 1.635
H 4.498 1.599 1.730
H 2.325 0.430 1.666
H 1.940 -2.382 -2.130
H 2.159 -1.645 -0.536
H 1.238 -4.041 -0.542
H 0.354 -2.872 0.425
H -0.680 -4.537 -1.662
H -1.306 -1.664 0.430
H -3.866 -2.984 0.954
H -3.055 -1.782 1.994
H -4.326 -1.162 -0.714
H -5.172 -0.992 0.829
H -2.631 0.543 0.052
H -4.285 1.177 0.015
H -1.444 0.438 2.279
H -2.183 1.226 4.817
H -5.505 1.425 2.365
H -1.665 -2.865 -3.216
H 0.079 -3.066 -3.381
H -0.334 -0.701 -3.476
H -1.422 -0.747 -2.084
H 1.678 1.759 -2.311
H 4.177 4.217 -2.348
H 4.970 2.782 -2.965
H 3.296 3.131 -3.437
```

Computed properties:
* spin multiplicity: 1
* charge: 0
* energy relative to the best compared isomer or geometry (same formula, charge and spin): 246.0 kJ/mol